The following is a DFT calculation (wB97M-V/def2-TZVPD) of C7H5Cl3NO8ReSSi as an isolated structure.

Structure (XYZ):
```
27
Properties=species:S:1:pos:R:3:forces:R:3:mulliken_charge:R:1
Re 0.248717 0.527655 -0.476588 0.034 -0.022 -0.039 1.130
Cl 0.601556 -1.717798 4.743880 0.090 0.021 -0.033 -0.164
Cl 2.678464 -3.959156 3.451778 0.034 0.085 0.010 -0.151
Cl 3.820098 -0.938445 4.315897 -0.008 -0.023 -0.015 -0.160
S 0.740228 -1.530439 1.197501 -0.074 -0.056 -0.185 1.282
Si 2.266952 -2.009427 3.650334 -0.121 -0.132 0.039 0.524
O -1.513449 3.752308 1.421975 0.015 -0.005 -0.008 -0.425
O 0.110524 -2.774901 1.394008 0.008 0.024 0.057 -0.536
O 1.277494 -1.240444 -0.186365 -0.011 0.024 0.112 -0.572
O -0.106427 -0.300069 1.410088 0.032 -0.090 0.002 -0.502
O 1.970549 -1.372586 2.105854 0.059 0.057 0.081 0.009
O 0.477674 0.292060 -2.496606 -0.005 0.025 0.031 -0.619
O -0.511449 0.106974 -4.449026 -0.028 -0.002 0.012 -0.447
O -0.015121 2.241509 0.703646 -0.005 0.056 -0.056 -0.652
N -1.228557 1.531004 -1.280645 -0.030 0.071 0.053 -0.256
C -2.667295 1.951545 -3.158689 0.043 -0.025 0.011 -0.574
C -3.416962 2.840782 -2.407071 0.001 0.007 0.003 -0.681
C -1.558455 1.328268 -2.600025 -0.098 0.028 -0.053 0.755
C -1.879097 2.534579 -0.597656 0.082 -0.077 -0.042 0.176
C -1.106366 2.844296 0.574831 -0.037 0.014 -0.014 0.739
C -2.976860 3.174333 -1.123437 0.005 0.031 0.062 -0.467
C -0.528652 0.547683 -3.216592 0.064 -0.022 -0.015 0.711
H -0.856791 3.869945 2.128287 -0.013 -0.010 0.008 0.390
H -3.454684 3.952258 -0.542794 -0.033 0.004 -0.037 0.502
H -4.281073 3.324350 -2.836232 -0.005 0.011 0.019 0.451
H -2.930284 1.769767 -4.193499 -0.005 0.002 0.000 0.220
H -1.322532 0.315249 -4.932052 0.007 0.001 -0.003 0.316
```
Forces are in eV/Å.

Summary:
Orbital gap (spin up / spin down) in eV: 7.4464 / 6.4340
Spin multiplicity: 2
<S²>: 1.059
Charge: +1
DFT total energy in eV: -83619.40683